1.
A cluster of 6 separate species, C41H57N5O4 in total. Source: the OMol25 dataset; level of theory: wB97M-V/def2-TZVPD.

## Properties
frontier orbital gap = 10.073 eV
total energy = -59081.626 eV
relative energy (zero: lowest compared OMol25 entry of this formula, charge and spin) = 0.0 kJ/mol
HOMO energy = -9.4 eV
SMILES = CC[C@H](C)OC(=O)OCCCCCCCCCCOC.c1ccncc1.c1ccncc1.c1ccncc1.c1ccncc1.c1ccncc1
lowest unoccupied orbital energy = 0.656 eV

Geometry as ORCA input:
```
! RIJCOSX wB97M-V def2-TZVPD def2/J DEFGRID3
* xyz 0 1
H 1.043 -3.319 3.306
H 2.673 6.902 -3.788
C 3.820 7.214 -5.599
H 3.589 0.663 -2.305
C -5.912 1.777 2.463
C -1.755 -2.593 2.977
H -3.661 0.181 2.867
H -3.439 -9.393 1.108
H 0.190 5.198 -4.512
C 1.102 -5.385 -0.647
C 1.130 4.729 -4.201
H -5.661 2.967 4.867
H -2.737 3.362 5.249
H -0.017 2.377 -0.433
H -0.841 -12.810 1.092
H 4.222 8.092 -5.085
H 2.989 -3.958 4.736
H 1.952 2.771 -4.520
C 2.847 0.641 -0.281
H 1.591 0.709 4.663
C 2.131 -0.104 0.642
C 3.276 -1.948 5.434
C 1.872 -0.339 4.655
C -2.039 1.737 -0.674
H -2.885 1.931 -1.336
C 0.527 2.566 -2.924
C -3.667 3.828 4.922
H 0.313 1.507 -3.113
C -1.042 -11.763 0.912
O -2.504 1.670 0.685
C -2.485 -9.866 0.920
H -4.064 4.406 5.758
C 3.035 0.120 -1.552
N -0.225 -9.640 0.164
H 1.950 0.263 1.643
C -2.364 -1.470 2.445
C 2.569 6.728 -4.864
H -6.892 2.257 2.469
C 1.171 -1.246 3.875
H 1.067 -1.948 0.946
H -1.542 -8.066 0.211
H 4.621 9.863 -7.250
C 1.565 -2.576 3.897
C 2.252 5.250 -5.095
H 2.615 -1.556 -2.831
H 3.250 1.610 -0.016
H 2.813 8.409 -7.074
N 1.796 -1.847 -0.970
C 0.985 3.203 -4.239
H -1.659 0.734 -0.875
N 2.906 -0.670 5.426
C 5.328 9.042 -7.428
H -2.171 -1.153 1.428
C 2.643 -2.934 4.690
C 1.744 -6.498 -0.132
C -3.212 -0.725 3.248
C 2.490 -1.121 -1.845
O -3.569 2.471 2.364
H 3.156 4.653 -4.931
H 0.235 -6.472 2.884
N -3.499 -1.042 4.510
H 0.334 -0.925 3.271
H -5.946 0.944 3.171
C -3.423 2.575 1.044
H -3.090 -11.826 1.563
C -2.288 -11.214 1.171
H 2.466 -7.044 -0.724
C -2.034 -2.929 4.293
H -3.413 4.537 4.131
C -0.949 2.788 -0.837
H -5.715 1.375 1.469
C 0.174 -4.730 0.148
H -1.065 -3.187 2.390
H -0.342 -3.851 -0.224
H 3.042 6.720 -7.552
H 0.940 -11.331 0.200
C -1.425 -9.125 0.417
C -0.047 -10.936 0.412
C 1.632 -1.337 0.249
H -1.594 2.892 -2.897
H 1.906 -7.775 1.597
C -2.916 -2.133 5.009
C 3.521 7.564 -7.050
H -3.159 -2.371 6.039
C -0.724 3.196 -2.304
H 1.316 -5.021 -1.642
C 1.440 -6.905 1.158
C 0.501 -6.180 1.873
H 0.289 2.910 -5.033
H 5.993 9.322 -8.245
O 4.657 7.870 -7.832
C -4.868 2.788 2.920
H 1.710 7.329 -5.190
N -0.132 -5.111 1.387
H -5.153 3.797 2.605
H -1.574 -3.791 4.759
H 1.953 5.114 -6.141
H -1.201 3.655 -0.224
H -4.376 1.777 4.727
H 1.312 5.062 -3.171
H 1.352 2.580 -2.202
H 4.595 6.440 -5.576
O -3.999 3.328 0.308
H 5.927 8.894 -6.522
H -0.682 4.284 -2.378
H 4.121 -2.195 6.067
C -4.677 2.786 4.426
*
```

These are the Löwdin partial charges, in e, on atoms 1 to 4: number 1, H, carries 0.08; number 2, H, carries 0.11; number 3, C, carries -0.19; number 4, H, carries 0.10



2.
A structure of composition C41H58CoN7O6S in a non-equilibrium geometry. Source: the OMol25 dataset; level of theory: wB97M-V/def2-TZVPD.

## Properties
<S²> = 0.7545
frontier orbital gap (spin up / spin down) = 7.292 / 7.293 eV
total energy = -114632.755 eV
relative energy (zero: lowest compared OMol25 entry of this formula, charge and spin) = 46.1 kJ/mol
HOMO energy (spin up / spin down) = -9.4 / -9.4 eV
lowest unoccupied orbital energy (spin up / spin down) = -2.126 / -2.118 eV

Geometry as ORCA input:
```
! RIJCOSX wB97M-V def2-TZVPD def2/J DEFGRID3
* xyz 1 2
C 0.569 -3.322 -0.344
H -0.483 3.123 3.101
C -0.040 5.538 1.941
H -4.421 -1.887 -3.982
C -0.742 0.545 2.188
N -0.807 -0.559 1.444
C -4.193 -3.451 -1.703
C -4.830 -1.487 -3.048
O -6.360 -3.341 -2.756
H 3.486 -1.971 -0.023
H 0.817 4.793 3.817
H -4.760 -0.401 -3.064
C -1.195 -0.689 4.211
H -5.824 -4.863 -1.541
H -2.850 -1.470 7.128
H -6.731 -1.440 -2.031
C -2.717 -1.429 6.046
H 0.287 -6.246 -1.988
H 5.621 -1.612 -3.777
C -1.398 5.859 2.587
H -0.231 -2.688 5.763
C -3.140 -1.312 -1.316
C 5.213 -2.034 -4.699
C -0.927 0.511 3.565
H -1.670 5.120 3.341
N 0.621 -4.707 -0.640
N -4.070 -2.011 -1.917
C -1.254 0.549 6.419
C 1.058 5.492 3.015
H -2.184 5.879 1.830
C 3.410 -0.525 -4.921
H -0.055 2.563 -1.698
H 1.180 6.481 3.458
H -0.287 1.023 6.239
C -0.996 2.224 -4.354
O 1.083 -2.930 0.684
H -2.805 -2.445 5.661
H -3.664 -3.734 -0.794
C -6.280 -1.934 -2.900
H 4.294 -0.314 1.721
H 4.677 -1.310 -1.158
H 5.009 3.110 -0.013
H 4.030 1.948 2.011
H 1.245 -6.592 0.007
C -1.123 -1.701 2.037
O -0.890 0.597 -2.658
O 1.444 -0.427 -1.934
C -5.675 -3.786 -1.602
H -0.627 2.399 -5.360
C -1.319 -1.816 3.399
H 3.416 3.767 -0.395
H 4.253 4.263 1.083
C -0.149 2.722 -0.633
H -0.670 -4.731 -3.716
C 1.747 -0.217 -3.155
H -1.359 6.838 3.067
H -3.758 -3.986 -2.554
N -2.336 -0.698 -0.753
H -0.470 6.755 0.183
Co -0.185 -0.324 -0.612
H -1.078 -2.390 -4.258
H -6.848 -1.679 -3.793
C -0.146 4.179 1.269
C -0.345 -4.361 -2.756
H 1.001 1.562 -6.010
C -0.503 1.791 1.430
H -2.049 1.224 6.095
C -0.462 -2.979 -2.421
C 0.183 -5.183 -1.821
C 4.434 -0.160 0.651
C 1.189 -5.574 0.382
H -0.953 -1.129 -3.055
C -1.351 -0.807 5.718
H -0.358 -1.868 7.324
C 0.991 0.628 -4.054
C -0.389 3.035 2.028
C 4.056 3.421 0.418
H 1.263 6.458 0.455
H 2.012 5.196 2.574
H -3.526 -0.831 5.624
H 5.224 -2.139 0.302
H 5.335 0.430 0.468
H -1.226 -2.565 1.397
C 1.540 0.918 -5.329
C 3.399 2.287 1.190
H -2.063 2.009 -4.382
C 0.304 6.647 0.944
C 2.711 0.377 -5.759
H 6.029 -2.383 -5.326
S 3.012 0.847 0.100
H 0.383 7.597 1.473
H 3.455 -1.483 -2.995
H 2.182 -5.224 0.656
C -0.289 1.098 -3.634
H 0.747 -1.254 6.084
C 4.457 -1.480 -0.104
O 4.524 -1.056 -5.456
H 2.433 2.586 1.593
H -1.559 -2.783 3.818
C 2.943 -0.803 -3.661
H 0.201 4.818 -0.766
H -6.095 -3.312 -0.705
N -0.405 1.649 0.100
O 1.824 0.195 0.731
H -0.865 3.144 -3.780
C -0.012 3.994 -0.102
N -1.016 -2.121 -3.292
C -0.229 -1.713 6.252
N -0.072 -2.516 -1.241
H 0.572 -5.547 1.280
H 4.559 -2.874 -4.452
H 3.113 0.592 -6.739
H -1.357 0.405 7.494
H -0.866 1.423 4.137
*
```

These are the Löwdin partial charges, in e, on atoms 1 to 4: number 1, C, carries -0.49; number 2, H, carries 0.11; number 3, C, carries -0.55; number 4, H, carries 0.13



3.
A structure of composition C41H58N8O2PbS2. Source: the OMol25 dataset; level of theory: wB97M-V/def2-TZVPD.

## Properties
frontier orbital gap (spin up / spin down) = 5.562 / 5.555 eV
total energy = -86392.318 eV
relative energy (zero: lowest compared OMol25 entry of this formula, charge and spin) = 0.0 kJ/mol
HOMO energy (spin up / spin down) = -7.0 / -7.0 eV
lowest unoccupied orbital energy (spin up / spin down) = -1.433 / -1.439 eV

Geometry as ORCA input:
```
! RIJCOSX wB97M-V def2-TZVPD def2/J DEFGRID3
* xyz 0 1
H 1.437 6.151 -1.062
C -0.512 -4.622 4.378
C -1.895 -2.393 -2.906
H -2.185 -4.912 -4.166
N 0.378 -2.858 3.037
H 3.056 0.180 3.686
N -0.980 -1.024 4.621
H -2.281 2.248 -4.591
H 4.987 2.183 4.897
O 0.281 2.011 1.090
H -2.198 -3.697 1.917
C -1.060 -2.263 4.880
C -4.685 1.926 5.536
C -0.111 2.822 -2.927
H 1.395 -5.835 1.868
H -3.154 -1.366 -5.088
C 2.810 3.591 0.805
C 0.984 -3.766 2.285
C -0.308 3.175 -4.404
C 0.741 4.946 1.291
H -3.555 -3.885 -4.623
C -1.299 -1.278 -2.414
N 4.681 -0.127 0.948
H -5.160 0.956 5.668
H -5.226 2.679 6.106
C -1.806 3.218 -4.738
H 2.450 2.799 1.460
H 0.429 -2.226 -4.368
H 1.382 4.546 -4.613
H 5.464 3.652 4.047
C 2.219 5.541 -0.604
H -1.948 3.504 -5.783
C 3.388 0.038 2.671
C 5.160 2.614 3.908
C -2.654 -4.470 1.302
H -0.017 -3.362 -5.646
C -4.247 -5.013 -0.512
N 4.657 0.105 2.267
C 0.209 2.243 -0.133
S -2.998 1.891 6.188
N -0.934 0.213 -0.482
C -1.679 -2.796 -4.367
H -4.319 -2.259 1.553
H -2.304 -4.272 -5.804
H -1.677 -2.608 5.712
H 6.828 3.496 1.882
H 0.254 2.331 -6.327
H -1.305 1.092 -3.039
H 3.426 3.141 0.021
C -2.482 -4.040 -4.752
H 2.908 5.210 -1.385
Pb -0.438 -0.147 2.055
H -3.213 -5.148 1.952
H -1.496 -0.759 -5.138
H 0.116 4.737 -5.822
C 1.635 4.366 0.182
H -0.069 1.116 -5.083
C -2.117 -1.645 -5.285
C 6.227 1.843 3.138
H -1.124 -4.917 5.220
C -3.600 -3.859 0.255
H -0.144 5.342 -4.186
H -5.275 -3.747 1.621
H -0.037 5.578 0.857
C -2.143 -1.770 -0.121
H 1.437 2.036 -5.041
H -3.502 -5.654 -0.991
H -5.418 -2.666 0.227
C 0.887 -5.134 2.516
C 0.370 2.098 -5.266
H -4.944 -4.657 -1.274
C 0.834 3.425 -0.716
C 0.664 3.654 -2.043
H 1.345 5.564 1.960
N 3.467 -0.328 0.583
H -4.811 -5.630 0.190
H -1.860 -5.042 0.814
N 2.628 -0.230 1.639
H 7.158 1.868 3.714
H 4.212 2.624 3.365
C -2.232 0.828 4.965
O -2.184 -1.511 1.115
H -0.627 -0.711 -3.041
H -2.033 -1.940 -6.333
C -1.449 -0.887 -1.050
H -2.322 3.946 -4.110
H 5.738 -0.076 4.015
C -2.812 -2.933 -0.671
H 3.437 4.274 1.385
S -2.337 1.359 3.316
H 2.776 6.180 0.083
C -0.191 -3.092 -4.601
C 5.878 0.358 3.025
H 1.569 -3.382 1.456
H 0.265 4.165 1.878
C 0.302 4.531 -4.766
H 5.577 2.479 1.167
N -1.697 -0.221 5.488
C 0.121 -5.565 3.585
C -0.481 1.318 -1.048
H -4.671 2.205 4.485
H 6.671 -0.185 2.514
H 0.012 -6.621 3.796
C -4.720 -3.077 0.959
H 0.139 -3.921 -3.972
H 1.105 4.546 -2.461
C -0.658 1.695 -2.421
C -2.687 -3.175 -2.008
H -3.190 -4.040 -2.413
C -0.361 -3.276 4.068
H 7.246 1.913 1.216
C 6.486 2.467 1.770
*
```

These are the Löwdin partial charges, in e, on atoms 1 to 4: number 1, H, carries 0.09; number 2, C, carries -0.02; number 3, C, carries -0.16; number 4, H, carries 0.09



4.
A cluster of 11 separate species, C41H58N9O2S in total in a non-equilibrium geometry. Source: the OMol25 dataset; level of theory: wB97M-V/def2-TZVPD.

## Properties
frontier orbital gap = 7.858 eV
total energy = -71796.403 eV
relative energy (zero: lowest compared OMol25 entry of this formula, charge and spin) = 274.0 kJ/mol
HOMO energy = -5.6 eV
lowest unoccupied orbital energy = 2.267 eV

Geometry as ORCA input:
```
! RIJCOSX wB97M-V def2-TZVPD def2/J DEFGRID3
* xyz -1 1
C -1.346 4.074 -1.155
S -1.994 -1.297 5.272
H -6.443 -3.593 1.142
N 3.419 0.555 1.397
C 3.035 3.260 -1.904
C -5.245 1.139 -2.175
H -2.694 5.833 -1.559
H -1.556 0.046 -0.628
H -1.886 0.214 1.065
H -4.976 1.868 -1.425
H -2.677 0.619 3.764
C 0.106 -0.323 0.628
C 3.916 -0.368 2.255
C -2.525 4.835 -1.181
C -2.026 0.454 4.623
C 0.341 -5.963 -1.333
C 1.126 3.257 4.599
C 3.468 5.059 -0.636
C 4.063 -3.648 -0.961
H -1.132 -3.084 3.911
H 6.422 1.723 1.683
H 0.638 0.667 -1.937
N -5.598 -0.458 1.188
H 2.072 -5.193 -3.934
H 3.304 -1.180 2.619
C 4.413 1.370 0.926
H -1.047 0.765 4.259
H 4.848 4.413 -2.362
H -5.685 0.530 0.993
C 0.842 -1.619 0.296
N 1.467 -5.197 -3.125
N 0.963 0.320 -2.828
N 4.060 -2.356 -0.506
C -6.371 0.966 -2.988
H 1.390 2.549 -0.705
H -3.751 -0.481 2.298
H 5.498 -0.906 -0.217
C 1.944 -0.788 -4.484
H -7.266 -1.165 0.100
C 5.261 -0.023 2.436
H 1.653 3.486 5.513
H 2.907 2.534 -2.693
C 1.551 2.505 3.517
H 0.932 -1.634 -0.790
H 3.925 5.978 -0.300
H -2.327 1.079 5.464
H -3.451 -0.257 -1.963
C -0.493 3.244 2.978
N 0.571 2.457 2.604
H 0.643 1.820 1.824
N -5.039 -0.816 -3.286
H 2.476 0.536 1.036
H -0.404 1.477 -3.968
H -0.241 -1.642 3.379
C -3.540 4.062 -0.650
H 2.646 -1.417 -5.012
C 5.519 1.131 1.668
H -1.971 -1.978 2.929
N -1.655 2.859 -0.565
C -6.068 -2.606 1.371
H -4.462 -3.155 2.736
H -0.079 -6.670 -0.632
H 2.619 -1.048 -2.437
C 0.380 0.737 -4.022
C 0.431 -4.607 -1.208
H 0.307 -2.490 0.675
H 1.043 -7.261 -3.039
H 0.145 -0.293 1.716
H 0.797 0.151 -6.188
H -6.854 -0.774 -4.328
C 0.921 -6.321 -2.521
H 5.673 -4.696 -2.107
O 0.611 0.860 0.057
C -6.218 -0.196 -3.674
H 4.152 2.171 0.252
H 1.769 4.430 0.790
H -1.349 3.293 2.323
H 5.959 -0.599 3.025
H -0.686 4.594 4.747
H -3.361 1.956 0.265
H -1.725 -1.409 0.384
C 1.007 0.070 -5.131
C -1.210 -2.016 3.709
H -4.821 -1.789 -3.448
C 3.996 4.290 -1.710
H -7.106 1.744 -3.132
C -4.920 -2.381 2.138
H -4.574 4.333 -0.495
C 6.087 -2.879 -1.058
C -2.987 2.846 -0.219
C 1.995 -0.508 -3.133
C -4.374 0.060 -2.427
H -0.958 2.157 -0.362
H 7.156 -2.872 -1.215
C 2.374 4.340 -0.100
H 3.149 -4.218 -0.883
C -4.646 -1.016 2.017
C -6.540 -1.455 0.845
H 3.242 -1.893 -0.135
H -0.321 4.305 -1.405
H 1.420 -3.129 -2.578
H 1.846 -1.579 0.718
C -0.142 3.846 4.189
C 5.322 -1.929 -0.517
C 5.297 -3.900 -1.482
N 2.131 3.219 -0.851
H 0.087 -4.146 -0.294
C 1.135 -4.131 -2.294
O -0.882 -1.350 6.311
C -1.335 -0.392 0.346
H 2.486 2.005 3.315
*
```

These are the Löwdin partial charges, in e, on atoms 1 to 4: number 1, C, carries -0.10; number 2, S, carries 0.84; number 3, H, carries 0.09; number 4, N, carries 0.02